# 1
DFT (ωB97M-V/def2-TZVPD) results for a molecular structure, C11H14N2NiOP in a non-equilibrium geometry.

Values from the calculation:
LUMO energy (spin up / spin down) (eV): 3.238 / 3.197
HOMO-LUMO gap (spin up / spin down) (eV): 4.4 / 5.5
2S+1: 3
Total charge: -1

Each line ends with the Mulliken charge.
Geometry (Å):
C1 -1.8873 2.3384 0.8511  -0.236
C2 -1.7385 3.4863 0.0030  -0.770
C3 -0.5516 3.7567 -0.6775  -0.073
C4 0.7148 3.3253 -0.1505  -0.272
C5 0.6742 2.5480 0.9836  -0.923
Ni1 -0.4704 1.8114 -0.2261  -0.277
P1 -2.9317 1.0372 0.1641  0.087
H1 -1.7767 2.3530 1.9244  0.469
H2 -2.6397 4.0346 -0.2595  0.323
H3 -0.5439 4.3872 -1.5644  0.399
H4 1.5695 2.2783 1.5422  0.349
H5 1.6206 3.7300 -0.5975  0.387
H6 -2.2732 0.6991 -1.0503  0.046
H7 -4.1318 1.6801 -0.2284  0.047
H8 -3.1410 -0.1760 0.8727  0.077
N1 1.8123 -4.9344 0.4602  -0.387
C6 2.1887 -3.9034 -0.3670  0.233
O1 3.1583 -3.9910 -1.1142  -0.717
C7 1.3857 -2.6419 -0.2544  0.860
C8 0.5450 -2.3257 0.8259  -0.797
C9 -0.0907 -1.0848 0.8730  -0.549
N2 0.1006 -0.1425 -0.0925  -0.056
C10 0.8968 -0.4521 -1.1559  -0.232
C11 1.5600 -1.6652 -1.2451  -0.680
H9 2.2591 -5.8180 0.2888  0.231
H10 0.9012 -4.9591 0.8827  0.167
H11 0.3717 -3.0375 1.6350  0.187
H12 -0.7714 -0.8354 1.6887  0.441
H13 0.9618 0.3218 -1.9223  0.297
H14 2.2274 -1.8204 -2.0897  0.369

# 2
DFT (ωB97M-V/def2-TZVPD) results for 2 unconnected molecules or ions with the total composition C5H14 in a non-equilibrium geometry.

Values from the calculation:
LUMO energy (eV): 1.122
HOMO-LUMO gap (eV): 12.5
2S+1: 1
Total charge: 0

Each line ends with the Mulliken charge.
Geometry (Å):
C1 -1.5482 -1.3370 -1.9782  -1.136
C2 -0.9608 -2.0894 -0.7872  -0.289
C3 0.2061 -1.3821 -0.0992  -0.837
H1 -0.7930 -1.0303 -2.7089  0.306
H2 -2.1078 -0.4755 -1.6290  0.298
H3 -2.1617 -2.0115 -2.5852  0.349
H4 -1.7755 -2.2608 -0.0852  0.255
H5 -0.6310 -3.0968 -1.0635  0.299
H6 1.1447 -1.6460 -0.5874  0.338
H7 0.0800 -0.2996 -0.1333  0.042
H8 0.2154 -1.6819 0.9315  0.349
C4 0.3277 2.2921 1.4261  -0.795
C5 1.8043 2.0038 1.2747  -0.781
H9 -0.3117 1.4740 1.1015  0.198
H10 -0.0205 2.5775 2.4262  0.312
H11 -0.0334 3.1676 0.8686  0.264
H12 2.0336 1.0102 1.6518  0.238
H13 2.4674 2.7249 1.7555  0.339
H14 2.0644 2.0607 0.2212  0.252

# 3
DFT (ωB97M-V/def2-TZVPD) results for a molecular structure, C33H30N4O6S2TeW.

Values from the calculation:
LUMO energy (spin up / spin down) (eV): -1.960 / -1.921
HOMO-LUMO gap (spin up / spin down) (eV): 5.7 / 5.7
2S+1: 1
Total charge: 0

Each line ends with the Mulliken charge.
Geometry (Å):
W1 0.4946 -0.3347 0.0165  1.531
O1 -2.8076 4.0016 1.0808  -0.673
C1 -3.4361 2.9530 1.6319  0.368
C2 -4.5938 3.2168 2.3642  -0.667
C3 -5.2852 2.1895 2.9666  -0.660
C4 -4.8478 0.8689 2.8569  -0.253
C5 -3.7133 0.5967 2.1284  0.554
C6 -2.9939 1.6237 1.5036  -0.380
C7 -1.7777 1.3069 0.7664  0.695
O2 -1.3948 0.0518 0.6122  -0.099
N1 -1.0243 2.2490 0.2901  -1.386
N2 0.0710 1.6817 -0.3091  0.341
C8 0.8735 2.5042 -0.9369  -0.195
C9 1.9094 1.8343 -1.6080  0.781
C10 2.8965 2.4245 -2.4108  -1.199
C11 3.8019 1.6216 -3.0439  -0.261
C12 3.7207 0.2308 -2.8632  -0.825
C13 2.7670 -0.2931 -2.0393  0.062
N3 1.8497 0.4901 -1.4082  -0.033
H1 -1.9814 3.6935 0.6591  0.538
H2 -4.9150 4.2450 2.4508  0.457
H3 -6.1752 2.4158 3.5387  0.397
H4 -5.3853 0.0718 3.3478  0.380
H5 -3.3454 -0.4130 2.0317  0.025
H6 0.7045 3.5705 -0.9278  0.490
H7 2.9163 3.5002 -2.5116  0.468
H8 4.5732 2.0488 -3.6689  0.434
H9 4.4221 -0.4363 -3.3419  0.429
H10 2.7133 -1.3517 -1.8372  0.425
C14 0.7509 -4.2386 -2.2610  -1.811
C15 0.3509 -3.2988 -1.1497  0.786
S1 -0.2447 -1.7176 -1.7374  -0.531
C16 0.4719 -3.6388 0.1404  0.160
C17 0.9772 -4.9432 0.6694  -1.236
S2 -0.0952 -2.4786 1.3730  -0.084
H11 0.5611 -3.7928 -3.2342  0.475
H12 0.1986 -5.1769 -2.1994  0.427
H13 1.8147 -4.4741 -2.1973  0.389
H14 1.3050 -5.6000 -0.1323  0.520
H15 0.1913 -5.4551 1.2294  0.198
H16 1.8149 -4.7792 1.3483  0.301
O3 1.6938 2.7779 6.3744  -0.713
C18 2.5713 2.3538 5.6089  0.396
O4 3.8069 2.4253 5.6276  -0.704
C19 2.0042 1.6511 4.3408  0.127
C20 0.6402 1.4510 4.1838  -1.166
C21 0.1561 0.8464 3.0373  0.099
N4 0.9715 0.4149 2.0691  -0.004
C22 2.3089 0.5657 2.2420  0.928
C23 2.8547 1.1826 3.3385  -0.798
C24 3.0975 -0.1021 1.1536  -0.314
O5 4.2283 0.1496 0.8600  -0.600
O6 2.3125 -1.0234 0.5321  -0.619
H17 -0.0200 1.7858 4.9715  0.590
H18 -0.9026 0.6794 2.8967  0.572
H19 3.9234 1.2941 3.4630  0.639
C25 -5.1350 -2.1809 6.9155  -1.615
C26 -4.4566 -2.4676 5.6057  0.395
C27 -5.1629 -2.4619 4.4136  -0.740
C28 -4.5424 -2.6831 3.1889  0.683
C29 -5.3780 -2.6662 1.9372  -2.133
C30 -3.1655 -2.9414 3.1744  0.572
Te1 -2.3366 -3.3442 1.2733  0.390
C31 -2.4311 -3.0112 4.3690  0.956
C32 -0.9712 -3.3510 4.4347  -1.437
C33 -3.0978 -2.7496 5.5605  -0.985
H20 -6.2128 -2.0868 6.7921  0.359
H21 -4.7613 -1.2500 7.3452  0.332
H22 -4.9420 -2.9739 7.6384  0.392
H23 -6.2309 -2.2753 4.4301  0.320
H24 -6.4143 -2.4357 2.1795  0.369
H25 -5.3750 -3.6359 1.4334  0.480
H26 -5.0233 -1.9237 1.2194  0.401
H27 -0.7223 -4.1581 3.7436  0.312
H28 -0.7062 -3.6670 5.4414  0.486
H29 -0.3409 -2.4960 4.1815  0.270
H30 -2.5329 -2.7817 6.4849  0.423

# 4
DFT (ωB97M-V/def2-TZVPD) results for a molecular structure, C39H94FeO27P6 in a non-equilibrium geometry.

Values from the calculation:
LUMO energy (spin up / spin down) (eV): -3.052 / -3.053
HOMO-LUMO gap (spin up / spin down) (eV): 11.2 / 9.3
2S+1: 5
Total charge: +2

Each line ends with the Mulliken charge.
Geometry (Å):
Fe1 -0.2726 -0.1159 0.3661  1.484
C1 -5.4243 -2.0166 0.4829  -0.145
C2 -5.8846 -3.1221 1.4240  -0.559
O1 -5.2296 -2.8466 2.6625  -0.422
C3 -4.1600 -2.0374 2.4699  0.395
O2 -3.2315 -1.6814 3.1761  -0.432
O3 -4.3087 -1.5019 1.2403  0.070
H1 -6.2215 -1.2751 0.4313  0.479
H2 -5.1291 -2.4332 -0.4801  0.090
H3 -5.6392 -4.1189 1.0577  0.182
H4 -6.9571 -3.3162 1.4259  0.414
C4 -1.6751 -4.9221 2.6551  -1.025
C5 -0.1909 -4.4572 2.8375  0.099
O4 -0.2636 -3.3295 3.6988  -0.519
P1 0.4711 -1.9821 3.2372  -0.425
O5 -0.0943 -1.4418 1.9888  1.276
O6 0.2138 -1.0132 4.5150  -0.557
C6 0.7626 0.3083 4.5347  2.020
C7 0.7754 0.7789 5.9995  -1.512
O7 2.0337 -2.4048 3.3542  0.185
C8 2.5321 -3.0248 4.4839  -0.427
C9 3.9872 -2.5980 4.4871  -0.489
H5 -2.1638 -5.2837 3.5598  0.414
H6 -2.3164 -4.1279 2.2727  -0.109
H7 -1.7519 -5.7185 1.9150  0.430
H8 0.3779 -5.2205 3.3684  0.372
H9 0.3511 -4.2462 1.9156  -0.221
H10 1.7510 0.5167 4.1250  -0.792
H11 0.0817 1.0096 4.0524  -0.551
H12 1.5999 1.4654 6.1920  0.400
H13 -0.1519 1.2977 6.2425  0.251
H14 0.8575 -0.0385 6.7159  0.405
H15 1.9996 -2.6403 5.3538  0.341
H16 2.4916 -4.1059 4.6169  0.291
H17 4.4346 -2.8951 3.5386  -0.093
H18 4.0409 -1.5107 4.4338  -0.140
H19 4.4897 -3.1370 5.2903  0.514
C10 1.3122 5.7889 -1.0720  -0.801
C11 0.3583 5.2041 -2.1040  -0.567
O8 -0.1435 4.0705 -1.4815  0.165
P2 -0.1522 2.5394 -2.0992  -1.178
O9 -0.0711 1.4035 -1.1022  0.074
O10 -1.4564 2.5709 -3.1316  0.490
C12 -1.6504 3.5118 -4.1933  -0.558
C13 -2.8030 4.5088 -3.9704  -0.905
O11 1.0622 2.4570 -3.1754  -0.398
C14 1.2080 1.3056 -4.0081  1.078
C15 2.1541 1.6259 -5.1736  -1.771
H20 0.8353 6.2529 -0.2086  0.290
H21 1.9777 4.9739 -0.7875  -0.077
H22 1.8753 6.5200 -1.6522  0.476
H23 -0.5096 5.8567 -2.1986  0.264
H24 0.7882 5.0004 -3.0848  0.479
H25 -0.7117 4.0243 -4.4038  0.483
H26 -2.0079 3.0329 -5.1048  0.413
H27 -2.6814 5.4690 -4.4716  0.380
H28 -3.7956 4.0867 -4.1275  0.330
H29 -2.7148 4.7293 -2.9066  0.007
H30 1.6089 0.5034 -3.3885  -0.455
H31 0.2768 0.8874 -4.3903  0.159
H32 2.2157 2.7101 -5.2676  0.373
H33 3.1520 1.2012 -5.0649  0.385
H34 1.7422 1.1910 -6.0843  0.434
C16 4.9201 1.6714 3.9713  -0.980
C17 5.0149 0.7466 2.7800  -0.601
O12 3.6766 0.4799 2.5366  -0.029
P3 2.9185 1.2296 1.3077  -1.063
O13 1.4981 0.7722 1.0098  1.818
O14 3.9152 0.9205 0.0699  -0.156
C18 3.6847 1.7163 -1.0854  0.320
C19 4.6688 1.2294 -2.1539  -1.394
O15 3.2064 2.8092 1.6513  -0.342
C20 2.2004 3.6780 2.1147  0.805
C21 2.8273 5.0888 2.3702  -1.636
H35 4.3750 1.1919 4.7844  0.200
H36 5.9483 1.6868 4.3329  0.538
H37 4.6397 2.7036 3.7615  0.101
H38 5.5598 1.1277 1.9163  0.438
H39 5.5287 -0.1710 3.0667  0.425
H40 2.7187 1.7066 -1.5903  -0.335
H41 3.8174 2.7581 -0.7936  0.457
H42 5.6881 1.6032 -2.0563  0.395
H43 4.6137 0.1409 -2.1402  0.103
H44 4.3670 1.6689 -3.1046  0.350
H45 1.3369 3.7117 1.4504  -0.247
H46 1.8768 3.2703 3.0723  0.131
H47 2.2546 5.6970 3.0704  0.487
H48 3.8807 5.0280 2.6436  0.427
H49 2.9306 5.7227 1.4895  0.250
C22 -3.0167 1.0997 5.0940  -0.969
C23 -3.5880 1.6342 3.7900  0.453
O16 -2.6716 2.5988 3.2284  -0.426
P4 -2.0934 2.4622 1.7120  -0.333
O17 -1.4545 1.1409 1.4105  1.329
O18 -1.0637 3.7187 1.5211  0.029
C24 -1.5798 5.0168 1.5114  -0.086
C25 -1.1201 5.9094 2.6526  -1.467
O19 -3.4217 2.9955 0.8567  -0.599
C26 -3.5220 2.9675 -0.5342  2.319
C27 -4.9959 3.4513 -0.8131  -1.670
H50 -2.6525 1.9614 5.6533  0.358
H51 -3.8218 0.5659 5.5991  0.514
H52 -2.1958 0.4096 4.8991  -0.047
H53 -3.7580 0.7590 3.1629  -0.537
H54 -4.5675 2.1123 3.7952  0.395
H55 -1.3874 5.4727 0.5402  -0.010
H56 -2.6687 5.0633 1.4959  0.500
H57 -1.2978 6.9798 2.5490  0.425
H58 -1.3819 5.6550 3.6797  0.323
H59 -0.0306 5.8869 2.6282  0.136
H60 -2.7365 3.5969 -0.9522  -0.548
H61 -3.5561 1.9593 -0.9471  -0.984
H62 -5.6873 2.6233 -0.6565  0.344
H63 -5.3511 4.2006 -0.1057  0.508
H64 -5.0630 3.8759 -1.8147  0.311
C28 -3.1100 -5.1826 -1.1921  -1.744
C29 -2.6101 -3.7395 -0.9206  2.220
O20 -2.8940 -3.0217 -2.0769  -0.475
P5 -2.1285 -1.5727 -2.2288  -0.704
O21 -1.7187 -0.8608 -0.9321  1.983
O22 -0.9052 -1.8687 -3.2520  -0.046
C30 -1.1943 -2.6270 -4.4353  -0.306
C31 -0.9052 -1.7095 -5.6762  -1.216
O23 -3.1635 -0.7211 -3.1562  -0.394
C32 -4.3902 -0.2973 -2.5919  0.439
C33 -4.7815 1.0100 -3.2667  -1.361
H65 -4.1377 -5.1871 -1.5554  0.400
H66 -2.6341 -5.6642 -2.0463  0.396
H67 -3.0899 -5.7512 -0.2623  0.344
H68 -3.0746 -3.2582 -0.0600  -0.903
H69 -1.5431 -3.6762 -0.7071  -0.642
H70 -0.4148 -3.3889 -4.4335  0.242
H71 -2.2304 -2.9585 -4.5042  0.448
H72 -1.6085 -0.8818 -5.7691  0.250
H73 0.1166 -1.3302 -5.6862  0.062
H74 -0.9171 -2.3922 -6.5258  0.501
H75 -5.1990 -0.9915 -2.8197  0.353
H76 -4.3585 -0.1442 -1.5132  -0.183
H77 -5.7091 1.3893 -2.8380  0.431
H78 -3.9599 1.7243 -3.2134  -0.095
H79 -5.0046 0.7920 -4.3111  0.528
C34 4.6093 -3.9797 0.6001  -1.739
C35 3.5934 -2.8228 0.2370  0.764
O24 2.9485 -3.3500 -0.9128  0.009
P6 1.6571 -2.5679 -1.5228  -1.246
O25 0.9340 -1.5995 -0.6390  -0.217
O26 2.2023 -1.8640 -2.9016  0.426
C36 2.6066 -2.6091 -4.0479  -0.403
C37 4.0696 -3.0534 -3.6459  -0.765
O27 0.6980 -3.8459 -1.9313  0.335
C38 0.9536 -5.1152 -1.3317  0.158
C39 2.0487 -5.9429 -2.0598  -1.343
H80 4.0584 -4.8878 0.8450  0.377
H81 5.2291 -4.1554 -0.2792  0.416
H82 5.2239 -3.7333 1.4659  0.435
H83 2.9107 -2.6417 1.0672  -0.320
H84 4.1602 -1.9345 -0.0421  -0.037
H85 2.0075 -3.4610 -4.3696  0.241
H86 2.5110 -1.9672 -4.9236  0.437
H87 4.0475 -3.9542 -3.0327  0.036
H88 4.6700 -3.3696 -4.4989  0.524
H89 4.6326 -2.2533 -3.1653  0.100
H90 1.3066 -4.9558 -0.3128  -0.117
H91 0.0430 -5.7090 -1.2525  0.491
H92 3.0076 -5.4252 -2.0389  0.100
H93 2.0622 -6.9396 -1.6188  0.495
H94 1.9360 -6.0966 -3.1330  0.322

What is the formula in the second record? C5H14